C23H61NO15 | ωB97M-V/def2-TZVPD

XYZ file:
```
100
Properties=species:S:1:pos:R:3:forces:R:3:mulliken_charge:R:1
C -3.937187 -1.949960 1.794358 -0.8 -1.4 1.0 -1.60
C -2.541267 -1.719820 1.277048 -1.3 1.6 0.0 2.26
C -2.651427 -0.369770 0.604928 2.9 1.8 2.1 -0.98
C -2.707837 0.796090 1.584258 -1.0 -1.0 0.1 -1.30
C -1.661557 0.737100 2.682998 0.2 -0.1 -0.2 -0.23
C -1.346627 -0.640080 3.341678 0.7 0.3 -0.1 1.91
N -1.451897 -1.711180 2.264228 0.2 1.1 0.4 0.97
O -1.263367 -3.013210 2.779598 -0.9 0.7 0.8 -0.63
C 0.172113 -0.649250 3.846128 -1.6 -0.9 0.3 -1.85
C -2.375647 -0.817770 4.509638 0.7 -1.3 -1.2 -1.38
C -2.187167 -2.712820 0.237618 0.2 -1.9 -1.0 -1.84
H -4.353397 -1.136500 2.388628 0.3 -0.2 0.2 0.42
H -3.895467 -2.884040 2.354588 -0.5 -0.1 0.6 0.40
H -4.716927 -2.151130 1.059768 0.4 0.1 -0.6 0.29
H -1.701417 -0.223220 0.091028 -1.7 -0.7 2.3 -2.99
H -3.320177 -0.347090 -0.255512 -0.4 0.5 3.4 1.15
H -3.733697 0.781840 1.952358 -0.1 0.4 0.5 0.55
H -2.567227 1.762590 1.100318 -0.3 0.1 -0.2 0.67
H -2.039287 1.427880 3.436818 0.5 0.0 0.3 1.02
H -0.741537 1.152730 2.272008 0.2 -0.1 0.2 -1.28
H 0.353463 0.124680 4.591948 -0.1 0.5 -0.4 0.47
H 0.331923 -1.548110 4.441608 -0.1 -0.4 -0.1 0.39
H 0.902453 -0.634410 3.037118 -0.3 0.4 0.3 0.21
H -2.813917 0.146590 4.766608 0.0 -0.4 0.4 0.23
H -3.116137 -1.498410 4.089518 -0.6 0.4 0.3 0.36
H -1.954947 -1.398820 5.330298 0.1 0.5 0.3 0.43
H -2.112427 -3.744770 0.580558 0.0 0.0 0.4 0.40
H -1.226027 -2.494190 -0.227682 -0.3 -0.2 -0.1 -0.07
H -2.960367 -2.782680 -0.527482 0.2 0.1 0.1 0.80
H -2.100657 -3.237150 3.192378 -0.4 -0.3 0.5 0.33
C 1.799463 0.628160 -3.004492 -1.5 1.3 -2.3 0.04
C 0.400583 0.689740 -3.777252 2.9 -0.5 1.2 -1.81
O 0.609023 0.523520 -5.136162 0.6 -0.3 -1.2 -0.67
O 2.428663 -0.599180 -3.256402 0.6 1.4 -4.5 -0.54
H 1.695053 0.781100 -1.930332 -0.1 -0.3 -1.4 1.00
H 2.429993 1.384150 -3.472492 0.1 0.5 0.4 0.57
H 0.039223 1.697370 -3.571782 -0.7 -2.3 -0.5 0.13
H -0.187407 -0.140810 -3.386662 0.3 0.1 -0.2 0.80
H -0.240547 0.711870 -5.541572 0.0 0.0 -0.4 0.51
H 2.298523 -0.837810 -4.177112 0.0 -0.2 -0.3 0.51
C 3.931843 0.042770 -1.087642 0.9 1.5 0.2 -0.58
C 3.497013 -1.354550 -0.794472 2.8 -0.4 -1.2 -1.04
O 2.209723 -1.610130 -1.395492 4.4 -7.7 -2.8 -0.58
O 3.132603 1.067310 -0.397872 5.9 -3.2 -10.2 -0.36
H 4.068143 0.234780 -2.151902 -0.1 0.1 0.1 0.17
H 4.924043 0.181820 -0.658312 0.2 -0.1 0.1 0.62
H 3.369903 -1.438570 0.284818 0.7 0.3 -1.0 0.01
H 4.294353 -2.026480 -1.112082 -0.2 -0.3 -0.3 0.44
H 2.327213 -1.161230 -2.235902 -0.5 -0.7 -1.1 0.75
H 2.214383 0.823970 -0.536602 0.3 -0.3 0.0 -0.30
C 2.248983 2.742600 2.307508 -0.6 -0.8 -1.1 -0.97
C 2.224813 1.658840 1.165838 -2.5 3.4 7.6 0.71
O 1.416883 0.562960 1.554088 0.3 8.1 10.0 -1.03
O 3.333343 2.534580 3.148948 1.2 -0.1 1.3 -0.57
H 1.357883 2.683750 2.932458 -0.2 0.1 -0.1 0.27
H 2.350653 3.744210 1.889718 -0.3 0.4 -0.3 0.36
H 3.233223 1.342830 0.898698 -0.5 1.4 3.9 0.28
H 1.812283 2.179370 0.301568 0.0 0.0 0.8 -1.00
H 1.322923 0.079200 0.730228 0.2 1.9 4.5 0.40
H 4.076593 3.064240 2.851228 0.0 -0.2 0.0 0.33
C -0.404067 0.973600 -0.351822 0.9 1.8 -2.1 -0.67
C 0.112263 -0.479160 -0.268412 0.9 0.3 -2.3 1.38
O 1.525363 -0.459400 -0.022952 -6.0 0.4 -8.6 0.24
O -0.188577 1.549800 -1.724292 -2.2 -7.3 2.2 -0.49
H 0.142923 1.605280 0.348098 -0.2 -0.6 -0.2 -0.02
H -1.453237 1.152720 -0.116772 0.8 0.1 -0.5 -0.31
H -0.014667 -1.021180 -1.205542 -0.2 0.1 -0.2 0.01
H -0.269627 -1.118950 0.527168 -1.2 1.3 -0.6 -0.49
H 2.083583 -1.160530 -0.367062 -2.0 -0.1 0.2 -0.40
H 0.166543 2.429680 -1.578312 0.5 -6.4 -1.5 0.84
C 1.407883 -2.292410 1.071208 -2.5 -0.8 2.3 0.27
C 1.038993 -3.537430 1.812298 -0.3 0.8 -1.6 -0.28
O 1.875543 -4.452730 1.177528 0.9 -2.4 0.3 -0.63
O 2.558813 -1.728190 1.592638 1.4 0.0 2.5 -0.67
H 0.620933 -1.544830 1.170868 1.5 -1.7 2.1 0.02
H 1.456133 -2.424920 -0.009632 -0.3 -1.8 1.0 0.50
H -0.005197 -3.742260 1.576048 0.7 -0.6 0.0 0.21
H 1.162833 -3.443290 2.891138 0.1 -0.1 0.0 0.24
H 2.750003 -4.058230 1.213358 0.2 -0.5 -0.1 0.39
H 3.327123 -2.303160 1.565678 -0.2 -0.6 0.5 0.53
C -2.518437 -0.669910 -1.904892 1.4 -0.2 -2.5 0.07
C -2.225477 0.534300 -2.794842 -1.5 -0.5 1.0 -0.35
O -2.677817 0.385460 -4.118022 -0.3 0.0 -1.0 -0.66
O -3.830997 -0.845160 -1.409582 -1.6 -1.0 -4.2 -0.63
H -1.811767 -0.699240 -1.075522 -0.9 -0.2 -1.8 1.54
H -2.220837 -1.510620 -2.531572 -0.2 -0.5 -0.2 0.32
H -1.153697 0.703890 -2.691812 -2.2 0.1 -0.1 -0.89
H -2.777377 1.409200 -2.451232 0.1 0.2 0.3 0.43
H -2.206357 -0.320800 -4.565812 0.1 -0.2 0.1 0.41
H -3.997607 -1.782110 -1.535922 -0.6 0.0 0.0 0.51
C -0.250317 3.705160 -1.687932 -2.0 6.3 -2.3 -0.69
C 0.206323 3.798260 -3.165412 -0.8 1.7 0.6 -0.08
O 1.326573 4.670650 -3.337762 -0.1 -0.8 0.1 -0.59
O 0.729003 3.105700 -0.934532 4.9 6.8 5.3 -0.33
H -1.142857 3.080210 -1.657662 -0.3 1.2 0.3 0.05
H -0.440587 4.711350 -1.314452 -0.1 0.2 -0.1 0.81
H -0.692657 4.181910 -3.647852 0.0 0.1 -0.6 0.46
H 0.410533 2.826220 -3.614342 0.7 1.7 0.2 0.45
H 1.068323 5.589340 -3.233282 -0.2 0.0 0.0 0.38
H 1.410723 3.726290 -0.666732 0.3 0.4 -0.1 0.54
```
Forces are in eV/Å.

The net charge is 0. The HOMO-LUMO gap comes out at 6.9058 eV. The value obtained for the energy above the lowest of the compared OMol25 structures with the same formula, charge and spin is 712.7 kcal/mol. The value obtained for the HOMO energy is -6.7 eV. The total energy comes out at -2095.0023 hartree. The value obtained for the molar mass is 591.7 g/mol.

=====

C23H62N12O9 | ωB97M-V/def2-TZVPD

XYZ file:
```
106
Properties=species:S:1:pos:R:3:forces:R:3:mulliken_charge:R:1
C 2.380121 -3.633954 -1.381891 2.8 1.7 0.3 0.55
O 2.923816 -4.033320 -2.367903 0.0 -1.7 -2.3 -0.68
N 1.268901 -3.983255 -0.795828 -3.2 -2.9 -0.2 -0.18
N 3.018607 -2.732070 -0.617842 0.5 1.9 1.7 -0.37
H 0.913387 -4.859672 -1.150239 -0.6 0.4 0.1 0.20
H 0.698565 -3.361332 -0.240833 0.2 -0.3 0.1 0.06
H 2.528905 -2.527133 0.241406 0.6 0.5 0.1 0.15
H 3.784959 -2.168694 -0.957533 -0.2 -0.1 0.0 0.16
C -3.439714 0.709444 -4.492201 1.2 1.3 -0.3 0.71
O -3.139563 -0.346015 -4.063932 0.1 -4.5 1.9 -0.66
N -2.877361 1.808365 -4.093412 1.7 3.8 1.8 -0.26
N -4.191481 0.915009 -5.533260 -3.0 -0.8 -3.1 -0.45
H -2.356798 1.826662 -3.228086 0.2 0.2 -0.4 0.12
H -3.000680 2.637653 -4.656591 0.2 0.0 0.7 0.10
H -4.547677 1.828966 -5.773900 -0.2 -0.5 0.1 0.18
H -4.699454 0.068053 -5.744764 -0.3 0.5 -0.7 0.25
C -0.125208 -2.623130 2.316033 3.7 -0.5 -2.8 0.39
O 0.260970 -2.401609 1.128384 -1.4 0.6 1.9 -0.43
N -1.240874 -2.334630 2.899516 -2.3 0.9 0.2 -0.32
N 0.693081 -3.250983 3.163103 1.9 -1.0 0.9 -0.44
H -1.285425 -2.813759 3.787522 -1.4 0.6 -0.2 0.18
H -1.982970 -2.063785 2.270199 -0.5 -0.1 0.8 0.40
H 0.405189 -3.459495 4.108477 0.4 0.0 -0.2 0.12
H 1.654555 -3.428503 2.909816 -0.3 0.0 0.0 0.23
C 0.557625 0.686765 -1.328171 1.6 3.5 -1.7 0.72
O 0.395480 1.882081 -1.731228 -1.5 -2.1 0.8 -0.83
N -0.381902 -0.273584 -1.116861 -0.3 1.4 -0.2 -0.02
N 1.813332 0.267325 -1.178597 -0.1 -2.1 1.2 0.15
H -1.281599 0.178901 -1.040083 -0.2 -0.7 0.3 0.22
H -0.093477 -1.000592 -0.477819 -0.7 -0.1 0.2 0.07
H 1.786710 -0.676257 -0.819374 1.4 0.0 -0.2 -0.05
H 2.681662 0.757234 -1.340102 -0.7 0.1 -0.4 -0.07
C 0.349526 4.663316 -4.183716 2.7 -3.7 0.8 0.66
O 1.290741 4.973021 -3.462785 -0.6 0.9 -0.3 -0.64
N -0.659105 5.425894 -4.557687 -1.3 2.3 -0.1 -0.39
N 0.245958 3.379455 -4.695237 -0.7 1.1 -0.4 -0.33
H -0.488829 6.405037 -4.377702 -0.6 -0.1 -0.2 0.25
H -1.396825 5.105986 -5.168848 0.4 0.4 0.2 0.15
H -0.596504 3.295755 -5.246019 0.6 -1.2 0.0 0.09
H 0.831732 2.606804 -4.412434 -0.3 0.3 0.2 0.23
C -6.888798 -3.785106 -2.835523 1.3 0.6 0.4 -1.75
C -6.074185 -3.679168 -1.463393 -0.1 -2.8 -3.1 1.25
C -5.717805 -5.189171 -1.200185 -1.6 1.4 -1.1 -1.23
C -4.730473 -5.372733 -0.170634 2.1 -0.3 0.7 -0.72
C -3.385745 -4.764943 -0.609663 -0.6 -0.2 0.7 -1.34
C -3.521271 -3.212600 -0.914560 -0.4 -0.6 -0.8 1.68
N -4.772975 -2.989052 -1.789506 0.4 -1.9 0.7 0.37
O -4.963274 -1.655757 -2.189501 -0.2 0.1 1.0 -0.44
C -3.481813 -2.348588 0.389623 0.4 0.3 -1.4 -0.67
C -2.230551 -2.881319 -1.772638 -0.9 -0.1 0.6 -1.75
C -6.869298 -3.133794 -0.325868 0.8 1.9 0.0 -1.43
H -7.289084 -2.832012 -3.181166 -0.6 -0.1 0.4 0.32
H -7.582371 -4.625896 -2.846651 -0.4 0.4 0.3 0.39
H -6.174186 -4.020958 -3.624066 0.3 -0.2 0.1 0.45
H -6.580641 -5.777144 -0.887283 -0.6 0.5 -0.3 0.53
H -5.355091 -5.676149 -2.105389 0.0 0.2 -0.3 0.37
H -4.747526 -6.460061 -0.096290 1.0 -0.1 0.8 0.40
H -4.961874 -4.916801 0.792001 -0.4 -0.2 0.1 0.26
H -2.899014 -5.346236 -1.392800 -0.6 0.3 -0.8 0.61
H -2.692245 -5.020429 0.191521 0.3 1.0 0.5 0.26
H -2.413255 -2.329177 0.603863 0.0 0.1 0.4 -0.87
H -3.764936 -1.342064 0.081640 0.0 0.2 0.0 0.36
H -4.090963 -2.571581 1.265590 0.0 -0.6 -0.2 0.54
H -1.406911 -3.274374 -1.176634 0.2 0.2 -0.1 0.35
H -2.211475 -3.410965 -2.725119 -0.3 -0.2 0.1 0.54
H -2.057201 -1.832229 -2.012326 -0.2 0.0 0.3 0.09
H -6.037870 -2.915398 0.344309 -0.8 0.3 1.0 0.34
H -7.710227 -3.639433 0.148761 0.4 -0.6 -0.3 0.27
H -7.261421 -2.189046 -0.702424 0.0 0.3 0.4 0.35
H -4.556109 -1.600578 -3.057121 0.4 0.1 -0.3 0.37
C 4.599784 5.952493 3.819193 0.4 -0.1 0.1 -1.86
C 4.733019 4.454034 4.118057 -1.9 0.1 1.7 1.44
C 3.469477 4.062002 5.072936 -0.3 0.6 -1.4 -1.16
C 2.192114 3.616767 4.310585 0.7 0.0 0.0 -0.87
C 2.601226 2.641435 3.234164 -0.6 -2.2 -1.1 -0.98
C 4.074775 2.342764 2.865450 0.5 0.3 1.9 1.79
N 4.757867 3.660825 2.859172 -3.6 0.7 1.6 0.07
O 5.944447 3.757992 2.224398 1.5 -0.6 0.0 -0.41
C 4.633966 1.264565 3.965192 0.7 1.0 -1.4 -1.77
C 4.157686 1.759708 1.468115 -0.4 -0.5 -0.4 -2.49
C 5.935713 4.277883 5.069698 -0.2 -0.9 -1.0 -1.83
H 5.456566 6.284371 3.232776 -0.2 0.0 -0.5 0.42
H 4.691612 6.521689 4.744226 -0.1 -0.1 0.2 0.45
H 3.639993 6.219851 3.377133 0.2 -0.1 -0.3 0.32
H 3.727322 3.293231 5.801355 0.2 0.1 -0.1 0.37
H 3.264738 4.993518 5.600631 0.0 -0.2 0.3 0.58
H 1.556172 4.414588 3.926959 0.5 0.4 -0.1 0.31
H 1.494344 3.015782 4.893706 0.2 0.4 0.8 0.33
H 1.984137 2.667921 2.336061 0.2 0.9 -0.4 0.51
H 2.234727 1.678329 3.589421 0.2 -0.4 0.2 0.34
H 4.220830 0.283082 3.732557 -0.1 0.0 0.1 0.36
H 5.717716 1.203697 3.865808 0.2 -0.3 -0.4 0.46
H 4.552706 1.492687 5.027957 -0.8 0.2 -0.2 0.34
H 5.120803 1.353985 1.158420 0.3 0.4 0.3 0.46
H 3.477648 0.917247 1.342009 -0.3 -0.2 0.4 0.55
H 3.801605 2.484010 0.735511 0.3 0.3 0.0 0.68
H 6.796884 4.746921 4.593794 0.4 -0.2 0.4 0.49
H 6.021071 3.197682 5.187899 0.7 -0.1 0.0 0.41
H 5.778941 4.628530 6.089786 -0.2 0.5 -0.3 0.36
H 6.488156 3.332149 2.891205 1.5 -0.2 -0.4 0.40
O 4.822181 0.146364 -1.500021 -0.1 -0.5 0.1 -0.57
H 5.486767 0.676215 -1.940267 0.1 0.2 -0.2 0.27
H 4.424617 0.740427 -0.863410 0.2 0.4 0.2 0.21
O 2.910685 2.824311 -2.088365 1.2 -0.2 0.2 -0.66
H 2.028556 2.684483 -1.744090 -1.0 0.0 -0.1 0.27
H 2.931358 3.751268 -2.326166 -0.1 0.3 -0.2 0.32
```
Forces are in eV/Å.

The net charge is 0. The HOMO-LUMO gap comes out at 8.0813 eV. The value obtained for the energy above the lowest of the compared OMol25 structures with the same formula, charge and spin is 108.9 kcal/mol. The value obtained for the HOMO energy is -8.1 eV. The total energy comes out at -2247.7476 hartree. As for the SMILES: CC1(C)CCCC(C)(C)N1O.CC1(C)CCCC(C)(C)N1O.NC(N)=O.NC(N)=O.NC(N)=O.NC(N)=O.NC(N)=O.O.O. The value obtained for the molar mass is 650.8 g/mol.